Computed, not measured: a molecular structure, C28H52HgN2O2Si2 at a distorted geometry, with ωB97M-V/def2-TZVPD.

Results
- electronic energy (eV) = -56880.067

Each line ends with the Mulliken charge.
Geometry (Å):
Hg (-0.011, -0.273, 1.119)  1.13
Si (3.417, 0.504, 0.332)  0.23
Si (-3.559, 0.015, 0.930)  0.30
O (-0.537, -1.062, -2.306)  0.03
O (0.618, 0.730, -3.511)  -0.01
N (0.136, 0.433, 3.749)  0.89
N (0.431, -0.571, 4.495)  -0.71
C (-0.733, 4.124, 5.524)  -0.40
C (-0.138, 1.640, 4.380)  -0.40
C (3.696, 2.295, -0.165)  -0.97
C (0.185, -2.349, -2.675)  -0.19
C (-4.741, -0.757, -0.318)  -1.03
C (0.579, -1.917, 2.448)  0.11
C (-0.029, 1.813, 5.776)  -0.27
C (-4.384, 0.202, 2.603)  -1.11
C (-2.041, -1.075, 1.075)  -0.91
C (1.143, -4.261, 2.602)  -0.51
C (0.153, 2.100, -3.357)  -0.23
C (-3.072, 1.700, 0.263)  -0.91
C (1.267, -4.135, 3.994)  -0.62
C (-1.911, -0.891, -2.960)  0.16
C (-0.780, 2.462, -4.479)  -1.21
C (-0.847, 3.953, 4.134)  -0.58
C (1.921, 0.503, -4.104)  -0.04
C (-0.578, -3.505, -2.109)  -1.40
C (1.884, 0.704, -5.596)  -1.38
C (1.043, -2.909, 4.609)  -0.15
C (-0.540, 2.727, 3.559)  -0.03
C (0.801, -3.130, 1.828)  -0.04
C (-0.323, 3.058, 6.332)  -0.54
C (0.677, -1.778, 3.829)  0.06
C (4.446, -0.661, -0.732)  -1.10
C (-1.862, -1.098, -4.447)  -1.42
C (1.666, 0.051, -0.187)  0.78
C (3.997, 0.283, 2.103)  -0.96
H (-5.303, 0.803, 2.553)  0.32
H (-4.791, -1.847, -0.190)  0.31
H (3.400, 2.983, 0.638)  0.30
H (1.311, -5.222, 2.104)  0.37
H (-3.448, 1.836, -0.761)  0.33
H (-1.083, -0.493, -4.931)  0.07
H (1.736, -0.908, -0.729)  -0.95
H (3.761, 1.162, 2.720)  0.30
H (4.315, -0.423, -1.796)  0.20
H (4.756, 2.473, -0.396)  0.34
H (-2.071, -1.629, 2.034)  0.43
H (1.543, -5.005, 4.594)  0.32
H (-4.422, -0.551, -1.350)  0.17
H (1.034, 2.755, -3.308)  0.45
H (5.094, 0.159, 2.104)  0.36
H (1.138, -2.763, 5.683)  0.43
H (-0.009, -4.405, -2.355)  0.47
H (-0.963, 5.091, 5.976)  0.36
H (1.315, 0.798, -0.918)  -0.36
H (5.511, -0.600, -0.478)  0.39
H (-2.209, 0.120, -2.663)  0.21
H (0.041, -0.257, -2.683)  0.25
H (1.046, 0.172, -6.061)  0.27
H (-1.171, 4.779, 3.502)  0.37
H (-0.272, 2.412, -5.449)  0.27
H (2.641, 1.171, -3.610)  0.18
H (-3.494, 2.491, 0.897)  0.43
H (4.110, -1.695, -0.575)  0.29
H (-0.596, 2.553, 2.480)  0.23
H (-1.655, 1.801, -4.497)  0.20
H (-0.226, 3.178, 7.410)  0.35
H (0.259, -2.361, -3.769)  0.39
H (1.177, -2.231, -2.232)  0.31
H (-2.823, -0.789, -4.874)  0.47
H (0.288, 0.957, 6.370)  0.41
H (-1.131, 3.485, -4.329)  0.46
H (-0.661, -3.455, -1.016)  0.16
H (3.103, 2.543, -1.056)  0.14
H (1.819, 1.766, -5.845)  0.33
H (2.809, 0.313, -6.021)  0.42
H (2.176, -0.531, -3.842)  0.25
H (-1.979, 1.814, 0.247)  0.01
H (-1.573, -3.615, -2.554)  0.36
H (0.701, -3.219, 0.740)  -0.13
H (-5.753, -0.349, -0.186)  0.34
H (-2.505, -1.631, -2.425)  0.57
H (-0.361, 2.123, -2.388)  0.09
H (-1.717, -2.156, -4.690)  0.34
H (-2.052, -1.838, 0.273)  0.07
H (-4.650, -0.783, 3.014)  0.30
H (3.555, -0.599, 2.586)  0.21
H (-3.700, 0.688, 3.313)  0.26

***

Computed, not measured: a molecular structure, C36H37CoNP2 at a distorted geometry, with ωB97M-V/def2-TZVPD.

Results
- 2S+1 = 4
- electronic energy (eV) = -95622.750

Each line ends with the Löwdin spin population.
Geometry (Å):
Co (0.046, -0.005, 3.209)  2.52
P (1.600, 0.008, 1.554)  0.04
P (-1.430, -0.521, 1.567)  0.05
N (-2.149, 0.254, 5.377)  0.00
C (5.486, -1.290, 1.541)  0.00
C (2.260, 1.636, 1.043)  0.01
C (-2.244, 2.112, 1.114)  0.00
C (-3.177, 3.121, 0.885)  0.00
C (2.953, 3.249, -0.626)  0.00
C (-3.536, -3.663, 3.108)  0.00
C (2.912, 3.873, 1.711)  0.00
C (-3.985, 0.448, 0.879)  0.00
C (1.259, 0.954, -4.138)  0.00
C (-0.512, -0.763, 0.000)  0.00
C (-4.516, 2.798, 0.654)  0.00
C (3.154, 4.201, 0.377)  0.00
C (-4.917, 1.461, 0.655)  0.00
C (2.467, 2.593, 2.045)  0.00
C (0.382, 1.993, -4.788)  0.00
C (3.078, -1.046, 1.675)  0.00
C (4.338, -0.526, 1.343)  0.00
C (1.450, 0.479, 4.718)  0.19
C (-1.871, -0.419, -3.979)  0.00
C (4.141, -3.095, 2.419)  0.00
C (0.338, -1.250, -5.084)  0.00
C (-2.790, -2.799, 0.558)  0.00
C (-2.638, 0.766, 1.104)  0.01
C (1.251, -0.379, -4.256)  0.00
C (2.991, -2.332, 2.224)  0.00
C (-1.332, 0.149, 4.564)  0.07
C (-0.994, -1.578, -4.374)  0.00
C (-2.807, -2.483, 2.960)  0.00
C (5.391, -2.576, 2.076)  0.00
C (-3.515, -3.978, 0.709)  0.00
C (2.507, 1.971, -0.296)  0.00
C (-0.950, 1.511, -5.404)  0.00
C (-3.888, -4.411, 1.984)  0.00
C (-1.864, 0.851, -4.399)  0.00
C (0.810, -0.556, 0.000)  0.00
C (-2.429, -2.045, 1.685)  0.01
H (-2.623, -0.678, -3.232)  0.00
H (-4.458, -5.330, 2.099)  0.00
H (1.410, -0.672, -0.902)  0.00
H (3.075, 4.608, 2.493)  0.00
H (0.962, 2.517, -5.563)  0.00
H (3.505, 5.196, 0.117)  0.00
H (-1.206, 2.368, 1.309)  0.00
H (1.411, -0.282, 5.509)  0.02
H (2.010, 1.377, -3.469)  0.00
H (2.021, -2.733, 2.507)  0.00
H (1.981, -0.922, -3.656)  0.00
H (4.417, 0.475, 0.930)  0.00
H (-2.860, 4.160, 0.889)  0.00
H (-2.528, -1.883, 3.822)  0.00
H (0.156, 2.756, -4.030)  0.00
H (6.458, -0.880, 1.280)  0.00
H (4.062, -4.093, 2.840)  0.00
H (-1.048, -1.055, -0.902)  0.00
H (-5.244, 3.584, 0.477)  0.00
H (-2.514, -2.455, -0.436)  0.00
H (2.362, 1.228, -1.076)  0.00
H (3.146, 3.504, -1.665)  0.00
H (2.282, 2.314, 3.080)  0.00
H (-1.574, -2.267, -5.009)  0.00
H (-5.958, 1.204, 0.482)  0.00
H (2.472, 0.495, 4.316)  0.01
H (0.141, -0.808, -6.062)  0.00
H (-4.302, -0.590, 0.879)  0.00
H (-0.768, -2.148, -3.461)  0.00
H (0.849, -2.200, -5.280)  0.00
H (-0.754, 0.857, -6.255)  0.00
H (-3.831, -3.995, 4.099)  0.00
H (-2.594, 1.518, -3.939)  0.00
H (-3.793, -4.559, -0.166)  0.00
H (-1.461, 2.391, -5.811)  0.00
H (6.287, -3.171, 2.229)  0.00
H (1.237, 1.456, 5.163)  0.02

***

Computed, not measured: a molecular structure, C4H36BO26 at a distorted geometry, with ωB97M-V/def2-TZVPD.

Results
- charge = -1
- electronic energy (eV) = -58645.796

Each line ends with the Mulliken charge.
Geometry (Å):
O (-2.576, 2.313, 0.025)  -0.72
O (-0.203, -0.964, 1.384)  -0.36
O (4.304, 0.692, 1.584)  -0.66
O (2.662, -1.175, -0.377)  -0.35
O (-0.422, -2.521, -3.323)  -0.64
O (-0.744, 1.203, 0.299)  -1.56
O (-3.017, 0.473, -4.212)  -0.59
O (2.151, 0.302, 4.757)  -0.61
O (3.491, -1.691, -3.258)  -0.66
O (0.689, -0.418, -0.644)  -0.26
O (-4.830, 4.609, 1.095)  -0.61
O (-3.437, 4.102, -2.435)  -0.61
O (-5.224, 1.850, -2.107)  -0.60
O (1.669, 1.656, 1.698)  -0.58
O (2.551, -3.167, 5.468)  -0.66
O (5.094, -2.448, 0.430)  -0.67
O (-2.374, -3.350, 0.635)  -0.72
O (1.561, -1.843, 2.157)  -0.64
O (-2.131, 4.906, 0.416)  -0.71
O (-3.634, -0.105, -0.844)  -0.99
O (-2.591, -3.402, -1.647)  -0.65
O (-1.721, -0.843, -0.397)  0.00
O (4.009, -1.626, 3.179)  -0.72
O (-5.042, -2.248, 0.436)  -0.68
O (2.745, 0.940, -2.063)  -0.78
O (5.469, 0.373, -1.006)  -0.67
C (1.510, -1.018, -0.029)  0.95
C (0.976, -1.385, 1.305)  0.70
C (-1.901, 1.344, -0.217)  -0.14
C (-2.403, 0.158, -0.672)  0.99
B (-0.507, -0.237, 0.142)  1.19
H (-2.210, 4.004, 0.366)  0.59
H (4.997, 0.596, -0.211)  0.35
H (2.915, 0.299, 4.294)  0.31
H (-4.871, 1.211, -1.377)  0.44
H (4.315, -1.313, -3.678)  0.32
H (4.356, -2.924, 0.895)  0.38
H (-2.022, 5.189, -0.423)  0.25
H (1.709, 2.442, 2.166)  0.22
H (-2.737, -0.268, -4.732)  0.31
H (-4.538, 2.352, -2.252)  0.24
H (-5.049, 5.522, 1.370)  0.28
H (-2.540, 3.735, -2.557)  0.29
H (1.385, -0.026, 4.226)  0.33
H (2.335, 0.376, -1.500)  0.10
H (-2.126, -3.350, -0.880)  0.41
H (4.312, -1.301, 2.369)  0.33
H (-1.281, -2.704, -2.874)  0.38
H (0.757, 1.621, 1.164)  0.52
H (4.554, -1.833, 0.191)  0.33
H (-5.585, -2.345, -0.416)  0.32
H (3.365, 0.871, 1.575)  0.39
H (-3.979, 4.796, 0.677)  0.35
H (3.053, -1.149, -2.750)  0.31
H (4.818, 0.743, 2.450)  0.30
H (-3.359, -3.614, 0.586)  0.44
H (3.380, -3.288, 5.920)  0.28
H (2.493, 1.878, -2.037)  0.25
H (2.718, -2.660, 4.655)  0.40
H (3.066, -1.689, 2.903)  0.40
H (4.866, 0.591, -1.711)  0.29
H (-2.414, 0.731, -3.523)  0.28
H (-2.425, -4.288, -1.747)  0.22
H (-4.435, -1.606, 0.339)  0.40
H (-2.274, -2.551, 0.366)  0.51
H (-3.542, 5.046, -2.339)  0.27
H (-0.126, -1.572, -3.280)  0.27